Entry 1:
The following is a quantum chemistry calculation of 13 unconnected molecules or ions with the total composition C69H149N8O15 at a distorted geometry, from OMol25.

As for the spin multiplicity: 1. As for the net charge: +3.

Positions of all 241 atoms, in Å:
C  2.70802  -1.87684  -5.55919
C  2.89546  -3.41076  -5.51876
C  1.55595  -4.12034  -5.56236
N  1.60290  -5.64071  -5.43301
C  1.85069  -6.05531  -3.98252
C  0.22076  -6.17324  -5.90005
C  0.42199  -6.30185  -7.42954
C  1.89861  -6.65747  -7.69397
C  2.62173  -6.33604  -6.37030
H  3.63782  -1.42349  -5.22257
H  1.86896  -1.61702  -4.91018
H  2.38093  -1.61268  -6.56615
H  3.38079  -3.53704  -4.54848
H  3.60383  -3.67595  -6.30232
H  0.99581  -3.89420  -6.47081
H  0.87633  -3.77566  -4.78375
H  2.87795  -5.86519  -3.67113
H  1.57197  -7.10596  -3.93715
H  1.18560  -5.46691  -3.35281
H  0.13817  -7.22024  -5.61068
H  -0.58333  -5.51151  -5.58061
H  -0.20870  -7.13917  -7.72856
H  0.02569  -5.41500  -7.92227
H  1.98104  -7.70214  -7.98505
H  2.25305  -6.02397  -8.50540
H  2.91166  -7.27387  -5.89992
H  3.50840  -5.74163  -6.57330
C  -9.04539  4.42093  3.93517
C  -7.56597  4.14666  3.71023
C  -6.97416  2.99597  4.57269
N  -5.46801  2.78709  4.43336
C  -4.92576  2.95102  3.02549
C  -5.08296  1.42567  5.02316
C  -4.26511  1.70923  6.28699
C  -4.58810  3.14981  6.64255
C  -4.69496  3.82250  5.24702
H  -9.54139  3.50645  3.60390
H  -9.44963  5.30904  3.45755
H  -9.24282  4.42399  5.00832
H  -6.92798  5.02249  3.84878
H  -7.42173  3.85049  2.66886
H  -7.34142  2.03919  4.20331
H  -7.17523  3.16302  5.62932
H  -3.85477  2.75621  3.07502
H  -5.09496  3.95932  2.64877
H  -5.51817  2.29463  2.38787
H  -4.46857  0.84763  4.33545
H  -5.98699  0.89165  5.30997
H  -3.22340  1.68115  5.96396
H  -4.52225  1.04520  7.10854
H  -3.87878  3.67761  7.27810
H  -5.50933  3.07872  7.22564
H  -3.66195  3.87501  4.90404
H  -5.19517  4.78851  5.27094
C  1.22796  7.91723  -5.48628
C  1.59553  6.68267  -4.68768
C  1.02319  5.41959  -5.31159
N  1.27044  4.12584  -4.50892
C  0.56034  4.18759  -3.13480
C  2.71889  3.64107  -4.42772
C  2.66253  2.11436  -4.16926
C  1.30527  1.64640  -4.70983
C  0.66930  2.92180  -5.25810
H  0.16242  8.14447  -5.48328
H  1.67553  7.86616  -6.47819
H  1.65269  8.78559  -4.98072
H  1.14977  6.77313  -3.69273
H  2.65471  6.53840  -4.47041
H  1.51905  5.29261  -6.27376
H  -0.06164  5.48545  -5.38239
H  0.39512  3.18950  -2.73839
H  -0.35127  4.76537  -3.28213
H  1.15865  4.79215  -2.45508
H  3.23272  4.13844  -3.60501
H  3.24474  3.94572  -5.33179
H  2.71028  1.91271  -3.09753
H  3.50779  1.58248  -4.60154
H  0.60079  1.25492  -3.97424
H  1.40221  0.88707  -5.48388
H  -0.41675  2.96302  -5.34332
H  0.96305  2.95440  -6.30943
C  -5.06159  0.34513  -4.65194
C  -5.79018  1.53662  -4.03152
C  -5.40243  1.91522  -2.57429
N  -6.53444  2.59915  -1.82526
C  -7.83988  1.77952  -1.68728
C  -6.13672  2.96449  -0.40071
C  -6.85786  4.29142  -0.10579
C  -6.74827  5.00562  -1.44691
C  -6.87767  3.93434  -2.51888
H  -5.06999  0.26854  -5.73920
H  -5.39931  -0.63322  -4.30970
H  -3.99013  0.40404  -4.44563
H  -6.83088  1.60197  -4.35243
H  -5.47465  2.47848  -4.49361
H  -4.53109  2.56586  -2.58142
H  -5.25619  0.99623  -2.00355
H  -8.61660  2.29679  -1.12925
H  -7.57434  0.82885  -1.22755
H  -8.21175  1.57012  -2.68842
H  -6.33262  2.05631  0.16974
H  -5.04464  2.97246  -0.37620
H  -7.82041  4.00122  0.32023
H  -6.46984  4.89837  0.71241
H  -7.43918  5.83643  -1.59424
H  -5.80549  5.55326  -1.50436
H  -7.93049  3.92878  -2.79195
H  -6.17625  4.13376  -3.32400
C  1.44305  -2.98518  -2.03107
C  1.12273  -1.54792  -1.58568
C  0.14241  -1.56205  -0.37862
N  -0.14210  -0.17326  0.26873
C  0.98436  0.21661  1.23618
C  -1.51498  -0.19633  0.99075
C  -2.07525  1.21931  0.90359
C  -1.07797  2.08203  0.10865
C  -0.22395  1.01870  -0.66249
H  2.30042  -2.87889  -2.69711
H  0.59694  -3.45546  -2.53013
H  1.87135  -3.61054  -1.24701
H  0.64632  -1.04924  -2.43048
H  2.07462  -1.06525  -1.35977
H  0.34391  -2.25199  0.43964
H  -0.84535  -1.81730  -0.76521
H  1.79587  0.49805  0.56580
H  1.27489  -0.68130  1.78087
H  0.53521  0.98578  1.85927
H  -1.18924  -0.50003  1.98592
H  -2.11990  -0.94129  0.47965
H  -2.20925  1.56599  1.92949
H  -3.05447  1.13612  0.43019
H  -0.39619  2.69319  0.69778
H  -1.60042  2.69271  -0.62828
H  0.72530  1.35205  -1.07927
H  -0.80976  0.63938  -1.50466
C  -1.16514  5.40198  2.09106
C  -0.21748  4.77429  3.06501
C  0.69733  5.86969  3.70052
N  1.62997  5.24635  4.77784
C  2.70517  4.48322  4.02976
C  2.30254  6.45401  5.58321
C  1.65179  6.51937  6.93583
C  1.41988  5.04268  7.25831
C  0.91840  4.52572  5.91715
H  -0.63487  5.72208  1.19124
H  -1.68724  6.30240  2.41866
H  -1.91166  4.64192  1.85481
H  0.28830  3.91163  2.62769
H  -0.78373  4.24847  3.83782
H  0.11564  6.62035  4.23464
H  1.23426  6.35922  2.88891
H  2.32393  3.52076  3.69161
H  3.52524  4.31448  4.72539
H  3.02992  5.09620  3.19162
H  3.35452  6.19634  5.70266
H  2.25924  7.31682  4.92106
H  2.34922  6.98211  7.63390
H  0.72848  7.09954  6.96174
H  2.44102  4.70526  7.44664
H  0.78559  4.79504  8.10554
H  1.04197  3.44270  5.87027
H  -0.14608  4.66762  5.73274
C  2.36765  -5.73810  1.65245
C  1.63568  -6.87615  0.93284
C  2.44079  -8.16942  0.84918
N  1.79425  -9.34454  0.04791
C  1.65273  -8.96090  -1.43907
C  0.44012  -9.67602  0.72710
C  0.03628  -11.09035  0.26056
C  1.39048  -11.78475  -0.03221
C  2.46873  -10.70569  0.14683
H  2.18100  -4.84032  1.06837
H  3.44184  -5.90219  1.75433
H  2.06217  -5.69248  2.69695
H  1.41834  -6.57614  -0.09415
H  0.66968  -7.03381  1.41458
H  2.63642  -8.69908  1.78376
H  3.44988  -7.96375  0.48697
H  1.46521  -9.82480  -2.07621
H  2.58892  -8.53724  -1.80561
H  0.82783  -8.26030  -1.55172
H  -0.27519  -8.88355  0.51840
H  0.60767  -9.72736  1.80244
H  -0.48827  -11.07398  -0.69463
H  -0.61774  -11.62533  0.94624
H  1.25916  -12.11897  -1.05921
H  1.63176  -12.59573  0.65177
H  3.28155  -10.89979  -0.55248
H  2.94212  -10.79127  1.12494
C  4.03349  -2.45828  0.72019
C  5.15908  -1.71836  1.42202
C  4.68456  -0.33701  1.88903
N  5.57372  0.53014  2.78871
C  6.68447  0.97838  1.88170
C  5.96984  -0.25145  4.05378
C  4.75992  -0.03998  5.03917
C  4.05333  1.25934  4.58130
C  4.79321  1.70510  3.31229
H  3.06838  -2.43744  1.22618
H  4.33496  -3.50547  0.69336
H  4.02081  -2.11700  -0.31700
H  6.11721  -1.74102  0.90487
H  5.25095  -2.29145  2.34815
H  3.85032  -0.61712  2.53861
H  4.24159  0.19165  1.04282
H  6.14448  1.64231  1.19964
H  6.99138  0.22992  1.15474
H  7.48009  1.55471  2.34714
H  6.69935  0.38620  4.55629
H  6.37423  -1.22304  3.78916
H  5.03140  -0.06125  6.09146
H  4.07790  -0.87052  4.84633
H  4.08865  2.02155  5.36175
H  2.97749  1.13883  4.45462
H  5.49227  2.48685  3.61730
H  4.17698  2.26468  2.60787
O  -0.94210  -1.64452  -4.43362
C  -1.68442  -2.74377  -4.76273
O  -1.52754  -3.25576  -5.89113
O  -2.49099  -3.20646  -3.92525
H  -0.77278  -1.33761  -5.33599
O  1.30953  -1.08230  4.20626
C  1.75180  -2.32945  4.56968
O  1.23782  -2.81793  5.59027
O  2.59321  -2.89360  3.83795
H  0.76025  -0.97327  5.00120
O  2.24687  3.33384  0.00333
C  3.54285  2.96471  -0.26618
O  4.45008  3.71637  0.11331
O  3.69069  1.80961  -0.69755
H  2.44857  4.23492  0.29414
O  0.51903  1.75776  4.23798
C  -0.76834  1.44621  4.40628
O  -1.62335  2.35102  4.22636
O  -0.99988  0.25140  4.57360
H  0.63261  0.77692  4.15666
O  4.19513  -4.54507  -1.75811
C  4.96985  -5.66637  -1.44598
O  4.62155  -6.79358  -1.84045
O  6.01597  -5.36888  -0.85485
H  4.96226  -4.05948  -1.39391


Entry 2:
The following is a quantum chemistry calculation of 8 unconnected molecules or ions with the total composition C69H154F6N6P2 at a distorted geometry, from OMol25.

As for the spin multiplicity: 1. As for the net charge: +6.

Positions of all 237 atoms, in Å:
C  -3.61515  3.03664  -0.99238
C  -2.56579  3.66058  -1.95774
C  -2.27901  5.08288  -1.44414
C  -1.27661  5.84147  -2.40580
P  -0.37210  7.33316  -1.65645
C  0.17231  8.31192  -3.03618
C  1.14958  7.58942  -3.99885
C  1.76716  8.68049  -4.96520
C  0.59672  9.43232  -5.76362
C  1.01156  6.71542  -0.71209
C  0.69005  6.13112  0.67966
C  1.89224  5.83740  1.56239
C  2.38926  7.02354  2.40059
C  -1.51211  8.36655  -0.58295
C  -0.77684  9.34753  0.33434
C  -1.31294  9.61451  1.76101
C  -0.21120  10.42787  2.55500
H  -3.25024  2.74269  -0.00823
H  -3.97484  2.10566  -1.43056
H  -4.43736  3.73025  -0.81640
H  -2.86538  3.68094  -3.00557
H  -1.64302  3.08393  -1.89392
H  -1.97204  5.04818  -0.39884
H  -3.16911  5.71174  -1.42522
H  -1.71384  6.17669  -3.34631
H  -0.47570  5.22159  -2.80877
H  0.56729  9.22334  -2.58740
H  -0.71454  8.64176  -3.57729
H  0.67730  6.79696  -4.57942
H  1.99086  7.18531  -3.43579
H  2.34042  8.17910  -5.74499
H  2.44185  9.41461  -4.52479
H  -0.22961  8.79610  -6.08062
H  1.05691  9.90940  -6.62891
H  0.08933  10.19791  -5.17665
H  1.64528  7.57134  -0.47994
H  1.53819  5.99870  -1.34223
H  0.17252  5.22313  0.37012
H  0.01709  6.72534  1.29782
H  2.74946  5.60586  0.93020
H  1.70637  5.00184  2.23722
H  2.62756  7.86738  1.75310
H  3.20001  6.77691  3.08611
H  1.53133  7.25187  3.03298
H  -2.09382  7.58612  -0.09240
H  -2.22509  8.88593  -1.22326
H  -0.52011  10.31088  -0.10629
H  0.24305  9.00074  0.50066
H  -1.66074  8.69542  2.23263
H  -2.15904  10.28829  1.62599
H  0.06442  11.34999  2.04330
H  0.71467  9.89368  2.76831
H  -0.58621  10.77401  3.51814
C  6.28153  5.44087  -0.27784
C  6.39816  4.24858  0.61344
C  5.14668  3.47740  1.01918
C  4.76735  2.54113  -0.12420
N  3.59707  1.58913  0.10480
C  3.95629  0.30684  0.99984
C  4.37251  -0.84561  0.09273
C  4.28997  -0.21324  -1.35076
C  3.25543  0.91956  -1.20865
C  2.31988  2.29226  0.54647
H  5.77080  6.25198  0.24114
H  5.88698  5.21014  -1.26738
H  7.26155  5.86475  -0.49693
H  6.82142  4.42248  1.60274
H  7.12929  3.61823  0.10727
H  4.34556  4.16318  1.29489
H  5.29387  2.93784  1.95476
H  5.51778  1.78779  -0.36384
H  4.44625  3.10681  -0.99884
H  3.06275  0.01206  1.55010
H  4.71459  0.62799  1.71394
H  3.54554  -1.55312  0.15327
H  5.33422  -1.32702  0.27007
H  3.96245  -1.04286  -1.97730
H  5.23980  0.16319  -1.73053
H  2.26582  0.46290  -1.19398
H  3.41209  1.54291  -2.08899
H  2.42080  2.66842  1.56452
H  1.51342  1.55917  0.52885
H  1.99133  3.09002  -0.11967
C  -1.70383  3.65781  2.98798
C  -1.34168  3.38266  4.48048
C  0.17030  3.15651  4.69152
C  0.44499  2.90747  6.14412
N  1.21184  1.62424  6.40321
C  2.67562  1.60074  5.80080
C  2.87809  0.11088  5.32775
C  1.55289  -0.30846  4.82261
C  0.56008  0.28234  5.85682
C  1.51166  1.42388  7.91416
H  -1.28877  4.65462  2.83901
H  -2.75949  3.56711  2.73212
H  -1.14075  3.05016  2.27959
H  -1.84766  2.46162  4.76991
H  -1.63259  4.15129  5.19649
H  0.84760  3.96719  4.42292
H  0.53586  2.34134  4.06706
H  -0.44354  2.85823  6.77356
H  1.02399  3.68818  6.63742
H  3.48734  1.87519  6.47452
H  2.68090  2.32130  4.98297
H  3.14511  -0.36356  6.27205
H  3.65879  0.06210  4.56864
H  1.47354  -1.39545  4.80665
H  1.28667  0.05018  3.82832
H  0.31725  -0.42330  6.65130
H  -0.40931  0.33171  5.36089
H  2.04339  2.31391  8.25062
H  1.95812  0.42963  7.89846
H  0.55003  1.27607  8.40561
C  1.06171  -7.75333  -4.39301
C  0.01755  -6.71741  -3.94252
C  0.65986  -5.60276  -3.05757
C  1.25090  -6.13643  -1.66233
N  1.86878  -5.04276  -0.75781
C  2.21424  -5.69752  0.60079
C  3.54679  -5.08537  0.98354
C  4.23339  -4.88321  -0.31074
C  3.22417  -4.53386  -1.32471
C  0.89132  -3.90957  -0.57097
H  0.72901  -8.53309  -5.07813
H  1.54299  -8.23009  -3.53910
H  1.87003  -7.26354  -4.93599
H  -0.72328  -7.17075  -3.28392
H  -0.47291  -6.27574  -4.80998
H  -0.10359  -4.93622  -2.65636
H  1.41969  -4.98921  -3.54163
H  1.96384  -6.95890  -1.72033
H  0.52493  -6.60357  -0.99685
H  1.40297  -5.51989  1.30676
H  2.38835  -6.76269  0.44844
H  3.32052  -4.12021  1.43670
H  4.02797  -5.66776  1.76928
H  5.01862  -4.14760  -0.13642
H  4.65656  -5.86023  -0.54407
H  3.24623  -3.46963  -1.55930
H  3.47139  -5.06676  -2.24286
H  1.34113  -3.34331  0.24458
H  -0.03147  -4.44310  -0.34315
H  0.82891  -3.31934  -1.48521
C  -0.21552  1.05269  -3.05113
C  0.70243  0.83014  -4.23150
C  0.15270  -0.16799  -5.21654
C  1.02105  -0.22658  -6.53481
N  0.69263  -1.43906  -7.55838
C  1.88702  -1.63516  -8.54158
C  1.72506  -3.10755  -8.99526
C  1.23336  -3.86541  -7.83478
C  0.78164  -2.78361  -6.80045
C  -0.70557  -1.19840  -8.16178
H  -1.27380  1.24565  -3.22691
H  0.23013  1.73493  -2.32721
H  -0.27767  0.08657  -2.55028
H  1.73973  0.63142  -3.96202
H  0.65913  1.76929  -4.78306
H  -0.83112  0.15412  -5.55776
H  0.14924  -1.14116  -4.72559
H  2.10038  -0.21329  -6.38327
H  0.89686  0.61098  -7.22123
H  1.96754  -0.95208  -9.38716
H  2.75986  -1.47636  -7.90830
H  0.97284  -3.17650  -9.78108
H  2.71581  -3.44036  -9.30469
H  0.46204  -4.57359  -8.13753
H  2.05448  -4.44837  -7.41763
H  -0.15303  -2.99723  -6.28192
H  1.54749  -2.76167  -6.02515
H  -1.52908  -1.03972  -7.46554
H  -0.90121  -2.10714  -8.73100
H  -0.82134  -0.27774  -8.73370
C  -4.15419  -9.43227  -2.04117
C  -4.15054  -8.24987  -3.00833
C  -4.80457  -6.92763  -2.64373
C  -4.26074  -6.39686  -1.24301
N  -4.92133  -5.03281  -0.71340
C  -4.39841  -3.78212  -1.49668
C  -3.72137  -2.94638  -0.38143
C  -4.40078  -3.32637  0.88888
C  -4.48863  -4.85016  0.75810
C  -6.46930  -5.10495  -0.71887
H  -3.87984  -10.36319  -2.53740
H  -5.18613  -9.47355  -1.69262
H  -3.53549  -9.15470  -1.18779
H  -4.69337  -8.64460  -3.86718
H  -3.17409  -7.99478  -3.42011
H  -5.88296  -7.02717  -2.52014
H  -4.65572  -6.25139  -3.48554
H  -3.24113  -6.03521  -1.37609
H  -4.39909  -7.16524  -0.48239
H  -5.30024  -3.36231  -1.94229
H  -3.76016  -4.09609  -2.32262
H  -3.78576  -1.85945  -0.43166
H  -2.65884  -3.18818  -0.40746
H  -5.41743  -2.96752  1.04932
H  -3.95494  -2.91162  1.79293
H  -5.15423  -5.41606  1.40990
H  -3.54869  -5.35675  0.97715
H  -6.76429  -5.96712  -0.12075
H  -6.76118  -5.27447  -1.75529
H  -6.95684  -4.24094  -0.26734
C  -4.30064  -3.83154  8.96466
C  -3.41756  -4.55742  8.04016
C  -3.61039  -4.18342  6.52654
N  -2.78699  -4.96576  5.50735
C  -3.18834  -6.41159  5.50558
C  -1.25977  -4.60781  5.70164
C  -0.69720  -4.43509  4.40738
C  -1.71068  -3.68476  3.68371
C  -2.98485  -4.41119  4.02234
H  -4.10803  -2.75875  8.95398
H  -4.05219  -4.25654  9.93715
H  -5.33393  -4.08230  8.72482
H  -3.43432  -5.62659  8.25157
H  -2.42023  -4.20300  8.30058
H  -3.49735  -3.11737  6.32940
H  -4.64887  -4.40807  6.28323
H  -4.27455  -6.48144  5.56369
H  -2.73987  -6.75650  6.43725
H  -2.63910  -6.89544  4.69791
H  -0.80920  -5.39802  6.30218
H  -1.10874  -3.61955  6.13596
H  -0.51285  -5.33889  3.82664
H  0.31218  -4.02857  4.47060
H  -1.60969  -3.75568  2.60072
H  -1.67433  -2.68900  4.12556
H  -3.10480  -5.25346  3.34095
H  -3.82756  -3.72176  3.97119
P  -0.95057  -0.31669  0.90279
F  -2.54100  -0.19048  1.10196
F  -0.69223  0.34812  2.35785
F  -0.93719  -1.82384  1.55198
F  0.64699  -0.50258  0.64837
F  -1.18041  -0.94850  -0.58474
F  -0.75638  1.20357  0.26956


Number 1: HOMO energy -11.104 eV, frontier orbital gap 5.13 eV. Number 2: HOMO energy -19.900 eV, frontier orbital gap 9.32 eV.